(1)
Here is a cluster of 2 separate species, C5H14NO2 in total in a non-equilibrium geometry from the OMol25 dataset. Energies are from ωB97M-V/def2-TZVPD.

Summary:
Energy relative to the best compared isomer or geometry (same formula, charge and spin), kJ/mol: 93.1
Frontier orbital gap, eV: 6.54
Net charge: -1

```
22
C5H14NO2, DFT ωB97M-V/def2-TZVPD
C -0.2629 -0.4623 2.2525
C -1.7183 -0.4189 2.8115
C -0.0271 0.2664 0.9340
N 0.0348 -0.6587 -0.2059
C 1.1906 -0.4412 -1.0958
C 0.8900 -0.7682 -2.5705
O 0.5603 0.3389 -3.3183
H 0.0499 -1.5020 2.1003
H 0.4416 -0.2446 3.0693
H -1.7059 -0.0744 3.8398
H -2.1831 -1.3765 2.6060
H -2.2534 0.3657 2.2716
H -0.7926 1.0012 0.7251
H 0.9112 0.8268 1.0126
H -0.7552 -0.5052 -0.8059
H 1.4830 0.6113 -1.0599
H 2.0523 -1.0080 -0.7264
H 0.0468 -1.4953 -2.6000
H 1.7891 -1.2517 -3.0081
H 0.2115 2.4085 -1.3141
H 0.1998 1.8127 -2.7442
O -0.1625 2.5759 -2.1737
```

Let us look at the natural (NBO) charges, expressed in e, one per atom:
1. C -0.415
2. C -0.618
3. C -0.232
4. N -0.647
5. C -0.241
6. C -0.038
7. O -0.971
8. H 0.213
9. H 0.184
10. H 0.197
11. H 0.208
12. H 0.200
13. H 0.183
14. H 0.182
15. H 0.363
16. H 0.157
17. H 0.150
18. H 0.100
19. H 0.100
20. H 0.435
21. H 0.520
22. O -1.029


(2)
Here is a cluster of 2 separate species, C6H18NO in total in a non-equilibrium geometry from the OMol25 dataset. Energies are from ωB97M-V/def2-TZVPD.

Summary:
Energy relative to the best compared isomer or geometry (same formula, charge and spin), kJ/mol: 116.6
Frontier orbital gap, eV: 10.79
Net charge: +1

```
26
C6H18NO, DFT ωB97M-V/def2-TZVPD
C 2.8282 0.8780 -0.6819
C 1.9779 -0.0110 0.2208
C 0.8642 -0.7081 -0.6167
C 0.0712 -1.6462 0.2781
C -1.4413 -1.8214 -0.1536
C -2.4249 -0.7842 0.3969
N -1.7547 0.5496 0.6563
H 2.5492 1.9086 -0.7392
H 3.8047 0.9346 -0.1967
H 2.9656 0.3707 -1.6390
H 1.5722 0.5621 1.0736
H 2.6148 -0.7112 0.7803
H 0.1847 0.0276 -1.0521
H 1.3622 -1.1726 -1.4753
H 0.6508 -2.5715 0.3077
H -0.0654 -1.1966 1.2485
H -1.5943 -2.1158 -1.2013
H -1.6045 -2.8235 0.2739
H -2.9258 -1.2029 1.2748
H -3.1329 -0.5757 -0.4029
H -1.6716 0.6403 1.6673
H -0.8371 0.5604 0.2069
H -2.1774 1.4165 0.3271
H -0.4458 3.0049 -0.9345
H -0.9043 3.6314 0.3633
O -0.4658 2.8559 0.0177
```

Let us look at the natural (NBO) charges, expressed in e, one per atom:
1. C -0.621
2. C -0.401
3. C -0.401
4. C -0.397
5. C -0.457
6. C -0.243
7. N -0.701
8. H 0.215
9. H 0.225
10. H 0.210
11. H 0.190
12. H 0.220
13. H 0.153
14. H 0.236
15. H 0.248
16. H 0.178
17. H 0.236
18. H 0.251
19. H 0.244
20. H 0.234
21. H 0.441
22. H 0.472
23. H 0.456
24. H 0.491
25. H 0.491
26. O -0.969


(3)
Here is a structure of composition C22H38F4GeN5PPb from the OMol25 dataset. Energies are from ωB97M-V/def2-TZVPD.

Summary:
Energy relative to the best compared isomer or geometry (same formula, charge and spin), kJ/mol: 0.0
Frontier orbital gap, eV: 6.59

```
72
C22H38F4GeN5PPb, DFT ωB97M-V/def2-TZVPD
Pb 1.0520 -0.3844 -1.2261
C 3.4751 3.8037 -1.6595
C 2.7985 2.4470 -1.8232
N 2.3686 1.7985 -0.5703
C 3.4685 1.5280 0.3621
C 4.6198 0.7704 -0.2722
C 1.2972 2.5192 0.1295
C 0.0612 2.7608 -0.7284
N -0.2652 1.5817 -1.5203
C -1.3638 1.6295 -2.3193
C -1.5291 0.6861 -3.3588
F -0.5542 -0.2343 -3.5542
C -2.6147 0.6454 -4.1981
F -2.6466 -0.3070 -5.1446
C -3.6493 1.5569 -4.1055
C -3.5260 2.4945 -3.1046
F -4.5013 3.4023 -2.9209
C -2.4482 2.5342 -2.2418
F -2.5130 3.4526 -1.2467
H 3.7310 4.2036 -2.6415
H 4.3969 3.7361 -1.0797
H 2.8202 4.5267 -1.1719
H 3.4702 1.7579 -2.3369
H 1.9174 2.5393 -2.4563
H 3.0368 0.9291 1.1668
H 3.8316 2.4666 0.8048
H 4.2612 -0.1240 -0.7845
H 5.3165 0.4495 0.5026
H 5.1766 1.3770 -0.9865
H 1.6495 3.4841 0.5219
H 1.0357 1.9034 0.9946
H 0.2265 3.6329 -1.3779
H -0.7307 3.0562 -0.0361
H -4.4982 1.5332 -4.7706
C -3.6705 0.4258 1.7701
N -3.9503 -0.6710 0.7647
C -3.9522 -2.0036 1.4820
N -2.7690 -2.2113 2.2420
C -2.5836 -1.1177 3.1843
N -2.4913 0.1748 2.5233
C -1.2064 0.3728 1.8461
P -0.6306 -1.0202 0.7481
C -2.8347 -0.6594 -0.2340
C -1.5408 -2.4908 1.4838
H -4.5365 0.4695 2.4376
H -3.5885 1.3518 1.2033
H -4.8918 -0.5155 0.3873
H -4.0640 -2.7685 0.7154
H -4.8252 -2.0034 2.1418
H -1.6724 -1.2919 3.7566
H -3.4343 -1.0983 3.8716
H -0.4500 0.5239 2.6205
H -1.2637 1.2851 1.2491
H -3.0376 -1.4426 -0.9705
H -2.8707 0.3183 -0.7182
H -0.8496 -2.9900 2.1660
H -1.7749 -3.1860 0.6760
C 3.9221 -2.6476 0.7066
Ge 2.0170 -2.8045 1.1364
C 1.9371 -3.7959 2.8322
C 1.2771 -3.9973 -0.2399
C 1.0979 -1.1060 1.2831
H 4.3698 -3.6428 0.6939
H 4.4457 -2.0421 1.4478
H 4.0725 -2.1985 -0.2756
H 2.5208 -4.7162 2.7712
H 0.9111 -4.0600 3.0898
H 2.3423 -3.1838 3.6401
H 1.8849 -4.9034 -0.2797
H 1.2902 -3.5502 -1.2353
H 0.2514 -4.2907 -0.0129
H 1.3783 -0.6698 2.2492
```

Let us look at the Löwdin charges, expressed in e, one per atom:
1. Pb 1.178
2. C -0.069
3. C -0.259
4. N -0.290
5. C -0.263
6. C -0.084
7. C -0.208
8. C -0.248
9. N -0.123
10. C -0.225
11. C -0.178
12. F -0.026
13. C -0.230
14. F 0.086
15. C 0.049
16. C -0.233
17. F 0.081
18. C -0.160
19. F 0.055
20. H 0.079
21. H 0.068
22. H 0.070
23. H 0.105
24. H 0.103
25. H 0.095
26. H 0.118
27. H 0.044
28. H 0.081
29. H 0.069
30. H 0.124
31. H 0.096
32. H 0.121
33. H 0.100
34. H 0.129
35. C -0.136
36. N -0.145
37. C -0.144
38. N -0.148
39. C -0.170
40. N -0.145
41. C -0.289
42. P 0.673
43. C -0.172
44. C -0.292
45. H 0.134
46. H 0.137
47. H 0.165
48. H 0.135
49. H 0.134
50. H 0.138
51. H 0.129
52. H 0.083
53. H 0.073
54. H 0.059
55. H 0.040
56. H 0.064
57. H 0.082
58. C -0.229
59. Ge 0.634
60. C -0.227
61. C -0.230
62. C -0.668
63. H 0.018
64. H 0.017
65. H -0.005
66. H 0.015
67. H 0.000
68. H 0.015
69. H 0.020
70. H -0.009
71. H 0.003
72. H -0.015


(4)
Here is a cluster of 4 separate species, C14H34FN2O12P4S in total in a non-equilibrium geometry from the OMol25 dataset. Energies are from ωB97M-V/def2-TZVPD.

Summary:
Energy relative to the best compared isomer or geometry (same formula, charge and spin), kJ/mol: 0.0
Frontier orbital gap, eV: 6.53
Net charge: +1

```
68
C14H34FN2O12P4S, DFT ωB97M-V/def2-TZVPD
N -1.3482 -8.5382 2.2659
C -0.8567 -7.6165 1.3259
C 0.2879 -7.8982 0.6101
C 0.7552 -6.9417 -0.2704
F 1.8636 -7.1660 -0.9383
C 0.0959 -5.7193 -0.4603
C -1.0278 -5.5139 0.2759
P -1.9895 -3.9463 0.1957
S -2.8733 -3.6903 1.9000
N -1.4849 -6.4399 1.1310
H -1.7110 -8.0447 3.0762
H -2.0974 -9.0773 1.8389
H 0.7663 -8.8513 0.7776
H 0.4885 -4.9981 -1.1629
H -1.0046 -2.9786 -0.0575
H -2.8613 -3.9512 -0.9052
H -2.3370 -6.2513 1.6667
C 2.8839 1.8589 2.9090
O 1.9371 2.2508 1.8909
P 1.1264 1.0963 1.1119
O 2.1307 0.3442 0.3242
O 0.2457 2.1235 0.2699
C 0.9254 2.9966 -0.6322
O -0.1341 0.1064 1.3064
C -0.0622 -0.8573 2.3717
H 3.1294 2.7464 3.4846
H 2.4620 1.1091 3.5770
H 3.7864 1.4692 2.4403
H 1.8363 2.5383 -1.0095
H 1.1655 3.9307 -0.1243
H 0.2614 3.2120 -1.4661
H 0.0804 -0.3703 3.3365
H 0.7535 -1.5618 2.1898
H -1.0073 -1.3936 2.3883
C -7.4134 0.8278 -2.1618
O -6.4080 0.2994 -1.2672
P -6.0557 -1.2669 -1.3745
O -7.2598 -2.0064 -0.9517
O -4.8947 -1.1965 -0.2762
C -5.2251 -0.8314 1.0654
O -5.1756 -2.2810 -2.2841
C -5.5539 -2.3955 -3.6736
H -7.3375 1.9107 -2.1353
H -7.2546 0.4880 -3.1841
H -8.4017 0.5235 -1.8216
H -6.2421 -1.1178 1.3328
H -5.1035 0.2426 1.2039
H -4.5292 -1.3476 1.7203
H -5.5194 -1.4264 -4.1716
H -6.5554 -2.8191 -3.7563
H -4.8420 -3.0594 -4.1556
C 6.8277 6.3300 -2.5294
O 6.7989 6.4669 -1.0942
P 5.4469 6.0298 -0.3256
O 4.3989 6.9777 -0.7558
O 6.0499 6.3044 1.1276
C 6.4337 7.6349 1.4745
O 4.6945 4.7028 0.1970
C 4.2800 3.7425 -0.7934
H 7.8635 6.4148 -2.8463
H 6.4409 5.3618 -2.8456
H 6.2418 7.1266 -2.9855
H 5.8312 8.3719 0.9436
H 7.4882 7.7896 1.2468
H 6.2834 7.7517 2.5451
H 5.1292 3.3938 -1.3829
H 3.5303 4.1856 -1.4512
H 3.8469 2.8942 -0.2710
```

Let us look at the natural (NBO) charges, expressed in e, one per atom:
1. N -0.807
2. C 0.446
3. C -0.307
4. C 0.525
5. F -0.256
6. C -0.281
7. C -0.043
8. P 0.824
9. S -0.534
10. N -0.468
11. H 0.395
12. H 0.408
13. H 0.286
14. H 0.278
15. H 0.023
16. H 0.044
17. H 0.467
18. C -0.260
19. O -0.765
20. P 2.499
21. O -1.114
22. O -0.814
23. C -0.257
24. O -0.749
25. C -0.274
26. H 0.211
27. H 0.172
28. H 0.202
29. H 0.189
30. H 0.193
31. H 0.195
32. H 0.186
33. H 0.184
34. H 0.203
35. C -0.261
36. O -0.765
37. P 2.497
38. O -1.093
39. O -0.833
40. C -0.254
41. O -0.764
42. C -0.270
43. H 0.205
44. H 0.175
45. H 0.207
46. H 0.202
47. H 0.187
48. H 0.186
49. H 0.181
50. H 0.203
51. H 0.197
52. C -0.260
53. O -0.767
54. P 2.494
55. O -1.100
56. O -0.819
57. C -0.253
58. O -0.748
59. C -0.269
60. H 0.200
61. H 0.172
62. H 0.204
63. H 0.199
64. H 0.181
65. H 0.190
66. H 0.176
67. H 0.191
68. H 0.208